A structure of composition C12H22ClIN2O2PtS in a non-equilibrium geometry. Source: the Open Molecules 2025 dataset; level of theory: the ωB97M-V functional and the def2-TZVPD basis.

Atoms and positions in Å:
C: 3.765 -0.397 1.234
C: 4.186 0.246 -0.071
C: 3.078 0.359 -1.131
C: 2.090 1.428 -0.766
N: 1.172 1.852 -1.582
C: -0.303 1.556 -1.317
O: -0.507 1.721 0.021
C: -0.877 0.570 0.770
I: -0.542 1.220 2.812
N: 0.027 -0.498 0.436
C: 0.353 -1.449 1.120
S: 0.784 -2.715 1.891
C: -2.389 0.190 0.568
C: -2.592 -0.888 -0.513
C: -2.765 -2.305 0.063
C: -2.137 -3.362 -0.840
Cl: -2.874 -4.958 -0.604
O: -3.078 1.345 0.208
C: -3.845 2.023 1.210
H: 4.553 -0.358 1.984
H: 2.866 0.053 1.660
H: 3.535 -1.444 1.010
H: 5.046 -0.259 -0.509
H: 4.635 1.319 0.276
H: 2.480 -0.557 -1.196
H: 3.558 0.600 -2.084
H: 1.715 1.378 0.263
H: 3.064 2.650 -0.629
H: 1.389 1.575 -2.545
H: -0.905 2.243 -1.911
H: -0.440 0.536 -1.686
H: -2.736 -0.222 1.520
H: -3.509 -0.598 -1.026
H: -1.802 -0.893 -1.269
H: -3.823 -2.530 0.190
H: -2.295 -2.374 1.048
H: -2.249 -3.099 -1.891
H: -1.075 -3.476 -0.617
H: -3.547 3.070 1.237
H: -3.682 1.591 2.199
H: -4.902 1.954 0.953
Pt: 4.576 2.900 -0.485

## Properties
E_LUMO   -11.08 eV
Total charge   +2
E_HOMO   -0.536 Eh

Löwdin population analysis, charges in e, atoms 1 to 5: C -0.053; C -0.227; C -0.151; C -0.187; N 0.158

***

A cluster of 5 separate species, C12H22F12N5O9S in total in a non-equilibrium geometry. Source: the Open Molecules 2025 dataset; level of theory: the ωB97M-V functional and the def2-TZVPD basis.

Atoms and positions in Å:
F: 1.769 -2.815 3.178
C: 1.127 -2.832 1.980
F: 1.600 -3.936 1.325
F: -0.170 -3.107 2.265
O: 1.309 -1.775 1.237
C: 1.025 -0.418 1.912
N: 0.354 0.360 1.008
C: 0.668 1.765 1.095
C: -0.459 2.664 1.707
C: -1.839 2.000 1.623
C: -2.052 0.963 2.723
C: -3.475 0.701 3.175
F: -4.326 1.744 3.006
F: -3.464 0.470 4.539
C: -4.185 -0.593 2.659
F: -3.509 -1.651 3.108
F: -5.414 -0.642 3.199
S: -4.377 -0.805 0.780
F: -4.248 0.754 0.542
F: -2.822 -1.000 0.646
F: -4.571 -2.379 0.967
F: -5.965 -0.641 0.845
F: -4.513 -1.007 -0.789
H: 0.472 -0.705 2.838
H: 2.024 -0.035 2.198
H: 0.872 2.152 0.094
H: 1.583 1.948 1.695
H: -0.225 2.885 2.756
H: -0.516 3.596 1.135
H: -1.851 1.471 0.666
H: -2.629 2.750 1.575
H: -1.567 0.025 2.449
H: -1.539 1.305 3.629
C: 2.783 -3.027 -1.213
N: 3.507 -2.518 -2.410
O: 3.871 -3.328 -3.251
O: 3.694 -1.325 -2.492
H: 2.703 -4.103 -1.307
H: 3.350 -2.743 -0.334
H: 1.807 -2.550 -1.183
C: 1.019 1.272 -3.848
N: 0.915 1.982 -2.542
O: 1.851 2.682 -2.210
O: -0.097 1.796 -1.910
H: 1.972 1.523 -4.299
H: 0.947 0.209 -3.638
H: 0.185 1.599 -4.460
C: -4.325 5.860 -1.186
N: -3.388 5.375 -0.135
O: -3.548 4.250 0.281
O: -2.527 6.152 0.224
H: -5.030 5.067 -1.404
H: -4.822 6.742 -0.793
H: -3.729 6.116 -2.056
C: 6.650 -4.619 -3.465
N: 7.688 -5.248 -2.602
O: 7.525 -6.402 -2.263
O: 8.638 -4.559 -2.294
H: 5.872 -5.347 -3.654
H: 6.259 -3.756 -2.940
H: 7.144 -4.312 -4.382

## Properties
E_LUMO   2.00 eV
Total charge   -1
E_HOMO   -0.103 Eh

Löwdin population analysis, charges in e, atoms 1 to 5: F 0.115; C -0.751; F 0.095; F 0.122; O 0.012

***

A structure of composition C12H22F24K3O12P4 in a non-equilibrium geometry. Source: the Open Molecules 2025 dataset; level of theory: the ωB97M-V functional and the def2-TZVPD basis.

Atoms and positions in Å:
K: -17.821 13.186 -7.504
K: -17.583 10.955 -16.160
K: -17.661 8.189 -8.576
P: -14.426 7.023 -13.751
F: -14.325 8.624 -13.802
F: -14.430 6.988 -15.462
F: -12.820 6.835 -13.657
F: -14.658 5.404 -13.808
F: -14.462 7.071 -12.110
F: -16.064 7.169 -13.850
P: -20.983 4.956 -10.748
F: -19.383 4.968 -10.496
F: -20.965 6.168 -9.626
F: -20.749 6.032 -11.969
F: -22.639 4.900 -10.908
F: -20.808 3.684 -11.612
F: -21.124 3.973 -9.433
P: -21.810 7.806 -17.434
F: -22.354 7.624 -18.926
F: -21.865 6.253 -17.173
F: -20.360 7.764 -18.163
F: -21.228 8.021 -15.898
F: -21.768 9.444 -17.629
F: -23.411 8.001 -16.971
P: -19.616 11.775 -11.926
F: -19.792 12.984 -10.883
F: -18.391 11.324 -10.982
F: -20.654 10.936 -11.096
F: -19.432 10.493 -12.905
F: -20.887 12.336 -12.750
F: -18.492 12.603 -12.813
C: -23.895 14.197 -8.592
C: -23.905 15.298 -9.535
O: -23.092 16.303 -8.988
C: -22.207 15.621 -8.234
O: -21.172 16.099 -7.741
O: -22.566 14.349 -7.996
H: -23.981 13.190 -8.999
H: -24.723 14.352 -7.900
H: -24.889 15.751 -9.650
H: -23.526 15.116 -10.541
C: -13.099 18.700 -12.935
O: -14.240 18.749 -12.083
C: -15.382 18.100 -12.270
O: -15.656 17.151 -13.028
O: -16.176 18.583 -11.276
C: -17.578 18.148 -11.280
H: -12.192 19.062 -12.450
H: -13.208 19.385 -13.775
H: -12.943 17.714 -13.374
H: -17.572 17.064 -11.397
H: -18.162 18.754 -11.973
H: -17.959 18.438 -10.301
C: -21.991 16.949 -14.801
O: -22.020 17.994 -13.811
C: -22.990 18.884 -13.555
O: -24.068 19.054 -14.201
O: -22.558 19.680 -12.535
C: -23.317 20.740 -11.975
H: -22.957 16.443 -14.787
H: -21.246 16.180 -14.597
H: -21.820 17.404 -15.777
H: -24.382 20.684 -12.203
H: -22.961 21.689 -12.375
H: -23.263 20.979 -10.913
C: -13.739 13.009 -10.903
O: -12.938 11.954 -10.409
C: -13.295 11.227 -9.372
O: -14.437 11.128 -8.941
O: -12.213 10.520 -9.071
C: -12.325 9.370 -8.282
H: -13.235 13.603 -11.665
H: -14.143 13.629 -10.103
H: -14.591 12.635 -11.470
H: -13.262 8.814 -8.329
H: -11.992 9.652 -7.283
H: -11.648 8.620 -8.688

## Properties
E_LUMO   -1.46 eV
Total charge   -1
E_HOMO   -0.286 Eh

Löwdin population analysis, charges in e, atoms 1 to 5: K 0.927; K 0.934; K 0.925; P 0.218; F -0.187

***

A cluster of 4 separate species, C12H22F3O6P in total in a non-equilibrium geometry. Source: the Open Molecules 2025 dataset; level of theory: the ωB97M-V functional and the def2-TZVPD basis.

Atoms and positions in Å:
C: 0.357 0.835 0.631
C: -0.693 -0.214 0.998
P: -0.131 -1.909 0.630
C: -0.969 -3.319 1.432
C: -2.418 -2.923 1.840
C: 0.498 -1.987 -0.995
C: 1.501 -2.688 -1.528
C: 2.227 -3.844 -0.950
F: 3.353 -3.610 -0.366
F: 1.396 -4.493 -0.140
F: 2.468 -4.714 -1.959
C: 1.864 -2.028 -2.795
O: 2.985 -1.850 -3.153
O: 0.877 -1.120 -3.176
C: -0.100 -1.316 -2.220
O: -1.246 -1.395 -2.470
H: 1.325 0.404 0.872
H: 0.265 1.725 1.233
H: 0.375 1.029 -0.431
H: -1.578 -0.004 0.395
H: -1.003 -0.073 2.023
H: -0.970 -4.145 0.742
H: -0.459 -3.600 2.342
H: -3.005 -3.827 1.826
H: -2.824 -2.197 1.151
H: -2.415 -2.481 2.825
C: -2.837 3.091 1.918
O: -1.956 2.369 2.787
H: -3.118 2.430 1.101
H: -3.736 3.394 2.461
H: -2.342 3.968 1.516
H: -1.712 2.958 3.506
C: -4.385 6.450 0.999
O: -3.014 6.057 1.022
H: -4.936 5.712 0.423
H: -4.792 6.488 2.013
H: -4.498 7.428 0.525
H: -2.534 6.716 1.532
C: 6.721 -1.286 -3.038
O: 5.568 -0.496 -3.292
H: 7.584 -0.625 -3.014
H: 6.637 -1.796 -2.074
H: 6.864 -2.027 -3.830
H: 4.808 -1.089 -3.312

## Properties
E_LUMO   -0.88 eV
SMILES   CCP(CC)C1=C(C(F)(F)F)C(=O)OC1=O.CO.CO.CO
Total charge   0
E_HOMO   -0.289 Eh

Löwdin population analysis, charges in e, atoms 1 to 5: C -0.141; C -0.406; P 1.067; C -0.374; C -0.138

***

Gap between HOMO and LUMO values (in eV) by entry order: 3.51, 4.82, 6.32, 6.99.